[1]
10 unconnected molecules or ions with the total composition C14H48O10 in a non-equilibrium geometry. Source: the OMol25 dataset; level of theory: wB97M-V/def2-TZVPD.

```
! wB97M-V def2-TZVPD RIJCOSX def2/J DEFGRID3
* xyz 0 1
C 0.864 2.280 3.571
H 2.593 -1.012 3.015
H -1.722 -2.300 -2.871
H 2.760 -1.273 -1.362
H -0.865 -2.354 -0.094
H 0.926 3.479 5.428
H -0.944 -4.484 -1.498
H -2.966 -1.415 -3.815
H -0.542 2.567 -1.696
H 1.234 -2.369 5.325
H -3.036 -3.210 -0.819
C -2.396 2.165 1.371
C 2.248 -2.973 3.777
C -2.589 -0.608 -1.855
O -2.848 -4.158 -0.765
O -0.566 1.839 -4.306
C -0.681 3.344 -2.447
H -0.672 3.152 4.753
O -1.608 -0.058 1.975
C 0.372 3.356 4.499
H 3.324 2.701 -1.888
H -1.776 2.257 0.480
H 0.621 0.820 -3.312
H -1.759 -0.541 -1.149
O 2.151 -2.591 5.140
C -2.744 0.721 1.646
H 0.390 4.301 3.950
H 0.286 3.778 -2.709
H 3.327 -2.151 -2.734
H 0.211 -3.575 0.581
O 2.821 2.137 -1.296
H -0.669 1.928 -5.257
H 3.236 1.425 0.365
O 0.641 0.069 0.255
H -1.255 4.140 -1.965
H 3.622 -0.377 -2.572
H -3.302 2.764 1.219
H 0.891 -1.736 -3.003
H 3.256 -3.357 3.617
H 1.743 -0.773 -4.199
H -1.341 -3.294 1.321
H -1.670 3.607 -4.382
H -0.913 0.085 1.310
H -2.949 0.381 -2.147
H -1.390 -5.384 -0.099
H 1.537 0.096 0.626
C 1.925 -1.854 2.809
H 0.765 0.333 -0.670
H -4.344 -0.785 -0.981
H 0.179 2.218 2.718
H 2.426 1.924 2.469
H 2.195 -2.179 1.800
C -1.387 2.826 -3.674
C -2.131 -1.320 -3.125
H -1.330 -0.768 -3.620
H 0.888 1.289 4.039
H -3.220 0.253 0.774
C -1.472 -4.383 -0.536
C 2.906 -1.189 -2.448
H 1.593 -3.838 3.591
O -3.655 -1.378 -1.291
O 2.169 2.613 3.095
C -0.833 -3.347 0.356
C 1.587 -0.904 -3.124
H -1.910 2.625 2.233
H 2.309 1.530 -1.867
H -3.454 0.661 2.471
H 0.888 -1.525 2.837
O 3.271 0.802 1.116
H -2.339 2.381 -3.353
H 4.081 0.300 0.990
O 1.043 0.316 -2.597
*
```

## Properties
SMILES ... CCO.CCO.CCO.CCO.CCO.CCO.CCO.O.O.O
Relative energy (zero: lowest compared OMol25 entry of this formula, charge and spin) ... 0.0 kcal/mol

[2]
A molecular structure, C14H50AsINO11 in a non-equilibrium geometry. Source: the OMol25 dataset; level of theory: wB97M-V/def2-TZVPD.

```
! wB97M-V def2-TZVPD RIJCOSX def2/J DEFGRID3
* xyz -1 1
H 1.132 2.174 2.283
H -3.463 0.406 -3.429
O 4.241 0.365 -4.752
N -0.121 -2.039 4.451
H 2.368 -0.732 2.109
H -1.095 -4.473 1.784
H -3.018 2.991 -0.763
H -2.267 -2.974 2.272
H 4.506 0.082 -5.641
H 0.788 0.869 -2.051
C 2.650 0.402 2.047
C -0.069 -2.835 3.164
H -3.922 4.392 -4.925
C -1.402 -3.688 2.625
C -1.814 -0.487 -0.743
H 3.260 1.610 -3.598
H -3.829 1.850 0.521
H -1.613 1.122 0.862
H -2.185 -1.258 3.927
H -0.180 1.172 4.348
O 3.818 -3.968 3.053
C 0.747 -0.271 -1.770
C -1.530 -1.642 4.838
H -2.871 -0.949 -0.990
H -5.748 3.923 -4.547
H -3.623 2.171 3.539
H -1.741 -4.349 3.555
H 3.671 -3.096 -5.167
H 0.929 -0.487 5.581
H 3.745 0.496 2.502
H 1.679 1.984 0.179
H -2.068 -2.616 5.261
H -1.413 -1.108 0.194
O -3.755 1.463 2.891
H 5.435 3.984 1.952
C 1.595 1.306 2.919
C 0.839 -0.866 4.454
C 0.346 0.431 3.577
H 3.295 -3.644 -3.792
H -2.640 2.035 -2.924
H 0.636 -0.488 0.605
H 2.237 1.835 3.773
O -0.597 -4.112 -1.618
O 2.341 1.675 -3.298
As 2.794 0.900 0.095
H -6.803 2.947 -5.063
H -1.215 -0.234 -2.928
O 3.407 -2.814 -4.278
H 5.347 4.418 0.491
H 4.129 -0.466 -4.266
C -1.840 1.094 -0.310
H -4.499 1.980 -3.539
H -2.489 4.677 -4.481
H -1.011 1.760 -0.815
H -1.509 -0.875 5.723
H 3.005 1.165 -1.419
H -0.453 0.193 2.751
C 1.389 -0.552 -0.288
H 1.827 1.324 -4.041
O -5.881 3.215 -5.194
C -3.277 1.853 -0.516
O 1.031 -2.963 2.376
H 1.914 -1.265 4.176
O -4.166 1.253 -1.522
H -4.677 1.195 3.023
H 2.917 -3.613 3.088
C -0.783 -0.821 -1.982
H 3.908 1.954 0.399
H 1.450 -0.839 -2.549
H 3.703 -4.867 2.712
C -3.657 1.454 -2.899
O -3.408 4.742 -4.182
H -0.780 -1.963 -2.307
O 4.940 3.820 1.135
H -0.640 -3.724 -0.731
H 1.978 -1.562 -0.342
H -0.554 -5.066 -1.454
I 4.609 -0.971 -0.122
*
```

## Properties
Electronic energy ... -108271.44078 eV

[3]
11 unconnected molecules or ions with the total composition C14H50N14O11 in a non-equilibrium geometry. Source: the OMol25 dataset; level of theory: wB97M-V/def2-TZVPD.

```
! wB97M-V def2-TZVPD RIJCOSX def2/J DEFGRID3
* xyz 0 1
C -21.133 -0.821 -23.873
O -20.652 3.588 -19.772
O -17.125 0.029 -18.838
H -12.661 -2.022 -19.005
H -15.122 -5.486 -21.633
C -15.659 -4.496 -23.138
H -18.167 -0.699 -19.919
O -22.384 -4.581 -19.228
O -18.326 -5.461 -20.488
O -18.809 -2.967 -22.283
H -16.269 -3.242 -24.438
H -14.241 -0.768 -20.082
C -18.133 -2.285 -21.230
N -17.744 0.356 -22.608
C -17.783 -5.635 -19.229
H -16.253 -2.162 -20.192
H -16.741 -7.381 -19.804
H -21.608 -2.270 -22.219
H -21.182 -3.668 -21.116
H -17.955 -0.217 -21.834
O -18.464 -2.734 -17.915
N -16.019 -5.021 -22.023
H -11.769 -2.760 -20.188
C -13.782 -3.473 -20.169
H -18.223 -7.650 -18.997
H -18.491 2.082 -18.894
H -16.033 -1.574 -17.129
N -16.913 -2.514 -20.896
H -17.876 1.929 -20.533
N -21.359 -6.538 -19.999
H -20.148 -2.767 -18.972
H -18.212 1.263 -22.878
H -20.636 1.057 -23.480
H -19.322 -0.043 -23.136
C -15.867 -0.492 -18.901
O -14.353 -4.378 -23.503
H -12.049 -3.619 -18.800
O -22.389 -0.472 -24.398
H -21.981 -7.117 -19.454
H -13.505 -4.287 -20.817
H -16.886 -5.008 -19.293
H -17.599 -3.780 -23.337
C -21.561 -5.267 -20.089
H -17.710 3.529 -19.650
H -19.223 -5.276 -20.373
N -22.167 -2.222 -21.353
H -14.898 -2.189 -18.323
C -19.752 -2.242 -18.101
O -16.030 1.242 -24.085
H -19.309 3.926 -21.232
H -20.128 2.291 -21.118
H -20.672 -7.084 -20.547
H -20.439 -2.427 -17.295
H -15.580 0.128 -20.824
H -22.994 -2.784 -21.382
H -16.854 -7.036 -18.124
N -21.120 -0.442 -20.666
H -20.975 -0.121 -21.690
H -18.042 -2.504 -18.745
H -21.033 0.237 -19.904
O -14.775 -3.821 -19.261
H -14.741 -4.718 -18.981
H -19.967 -2.408 -23.178
C -19.648 3.068 -20.565
H -19.740 -1.031 -20.743
C -16.535 0.314 -23.175
H -16.323 -1.417 -22.079
N -15.963 -0.788 -22.822
N -20.822 -2.086 -23.607
C -18.349 2.641 -19.814
O -22.605 -1.569 -19.118
H -18.509 -5.277 -18.562
H -14.117 -2.636 -20.812
H -21.209 4.037 -20.339
C -12.541 -2.976 -19.458
N -18.631 -1.210 -20.656
N -20.849 -4.643 -21.011
H -21.381 -2.865 -23.963
N -15.460 -1.412 -18.023
H -19.659 -1.161 -18.179
N -20.312 0.030 -23.301
C -17.365 -7.086 -18.967
C -22.047 -1.357 -20.389
N -15.221 -0.434 -20.021
H -15.007 -0.994 -23.016
N -16.616 -3.918 -23.736
H -20.361 -5.052 -21.821
H -16.945 -5.332 -21.628
H -16.500 -3.423 -21.296
*
```

## Properties
SMILES ... NC(N)=O.NC(N)=O.NC(N)=O.NC(N)=O.NC(N)=O.NC(N)=O.NC(N)=O.CCO.CCO.CCO.CO
Relative energy (zero: lowest compared OMol25 entry of this formula, charge and spin) ... 79.9 kcal/mol